Record 1
The following is a DFT calculation (ωB97M-V with the def2-TZVPD basis set) of a cluster of 3 separate species, C4H16NO2 in total.

Properties
**Energy**: -9985.000 eV
**LUMO energy**: -2.7 eV
**Total charge**: +1
**Energy relative to the best compared isomer or geometry (same formula, charge and spin)**: 229.8 kJ/mol
**Orbital gap**: 12.28 eV
**Highest occupied orbital energy**: -15.00 eV

Each line ends with the natural charge from an NBO analysis.
Cartesian coordinates (Å):
C: 0.2452 -1.3843 2.4590  -0.6325
C: 0.8083 -0.0395 1.9116  -0.2266
N: -0.1136 0.5352 0.9700  -0.5786
C: -0.2864 1.9642 0.5710  -0.2273
C: -1.3252 2.1405 -0.4299  -0.6536
H: 0.8995 -1.8733 3.2534  0.2710
H: -0.8873 -1.2670 2.6934  0.2178
H: 0.3494 -2.0180 1.5380  0.2194
H: 1.6868 -0.2341 1.2146  0.2123
H: 1.0592 0.7036 2.7406  0.2291
H: 0.0727 0.0121 -0.0202  0.4810
H: -1.0317 0.0639 1.2465  0.4214
H: -0.7350 2.3732 1.4856  0.2295
H: 0.8389 2.2923 0.2668  0.2399
H: -1.1785 1.4032 -1.3204  0.1941
H: -1.3553 3.1323 -0.9606  0.2745
H: -2.4121 1.9895 -0.1117  0.2462
H: 1.7478 -2.1168 -4.1798  0.4809
H: 0.8255 -3.2735 -4.0727  0.4929
O: 0.8013 -2.2484 -3.8025  -0.9667
H: 0.5283 -1.3137 -1.8716  0.5302
H: -0.3910 -0.1109 -2.1240  0.4940
O: -0.1468 -0.7306 -1.4570  -0.9486

=====

Record 2
The following is a DFT calculation (ωB97M-V with the def2-TZVPD basis set) of a cluster of 3 separate species, C4H16NO2 in total.

Properties
**Energy**: -9969.537 eV
**LUMO energy (spin up / spin down)**: -7.2 / -14.7 eV
**Total charge**: +2
**Energy relative to the best compared isomer or geometry (same formula, charge and spin)**: 295.3 kJ/mol
**2S+1**: 2
**Orbital gap (spin up / spin down)**: 9.65 / 2.12 eV
**Highest occupied orbital energy (spin up / spin down)**: -16.81 / -16.81 eV

Each line ends with the Mulliken spin population.
Cartesian coordinates (Å):
C: -0.5683 0.0407 0.3894  0.3254
C: 0.2957 1.3459 0.9138  0.1129
C: -0.7071 2.4458 1.0433  0.1592
C: 0.9589 0.8564 2.2050  0.1187
N: 0.2321 -0.5190 -0.7534  0.0063
H: -0.8377 -0.3845 1.3744  -0.0101
H: -1.4038 0.5131 -0.1755  -0.0014
H: 0.9753 1.7028 0.1155  0.0085
H: -0.6923 3.0895 0.1541  -0.0037
H: -1.7441 2.2877 1.4369  0.0521
H: -0.4149 3.1351 1.8823  0.1353
H: 2.0131 0.6193 2.0092  0.0133
H: 0.5199 -0.1477 2.6324  0.0283
H: 0.9415 1.5846 3.1281  0.0382
H: 0.2344 -1.5490 -0.7677  0.0068
H: -0.1584 -0.6452 -1.7324  0.0022
H: 1.2166 -0.1433 -0.7753  0.0067
H: 0.1382 0.7396 -3.8253  0.0000
H: -1.4335 0.2146 -3.5962  0.0000
O: -0.4811 0.0136 -3.4104  0.0011
H: -0.4483 -4.8046 -1.0433  0.0000
H: 0.8873 -5.5988 -0.4346  0.0000
O: 0.4764 -4.7965 -0.7703  0.0002

=====

Record 3
The following is a DFT calculation (ωB97M-V with the def2-TZVPD basis set) of a cluster of 3 separate species, C4H16NO2S in total.

Properties
**Energy**: -20822.121 eV
**LUMO energy**: -2.9 eV
**Total charge**: +1
**Energy relative to the best compared isomer or geometry (same formula, charge and spin)**: 11.8 kJ/mol
**Orbital gap**: 9.38 eV
**Highest occupied orbital energy**: -12.26 eV

Each line ends with the natural charge from an NBO analysis.
Cartesian coordinates (Å):
C: -2.1789 -0.9898 -0.8962  -0.6587
C: -0.8007 -0.4316 -0.7048  -0.0329
C: -0.7914 1.0727 -0.8012  -0.4408
C: 0.5358 1.8295 -0.6355  -0.5195
S: 1.6574 1.5871 -2.0606  -0.0344
N: -0.3499 -0.8111 0.7317  -0.7065
H: -2.9388 -0.3367 -0.4618  0.2343
H: -2.3124 -2.0390 -0.6566  0.2346
H: -2.4460 -0.8914 -1.9498  0.2581
H: -0.0013 -0.8522 -1.2999  0.2324
H: -1.2738 1.3580 -1.7400  0.2463
H: -1.4250 1.5108 -0.0361  0.2137
H: 1.1445 1.4387 0.1681  0.2142
H: 0.2516 2.8600 -0.4494  0.2424
H: 1.1618 2.5289 -2.8621  0.1386
H: -1.1794 -0.9087 1.3290  0.4253
H: 0.2620 -0.1062 1.1429  0.4595
H: 0.0450 -1.7565 0.6718  0.4648
H: 2.0970 0.7865 3.2993  0.4905
H: 1.4614 2.1196 2.8743  0.4919
O: 1.3346 1.1580 2.8350  -0.9741
H: 1.8158 -3.2406 1.2503  0.4896
H: 2.1707 -3.2157 -0.2172  0.5010
O: 1.7599 -2.6704 0.4687  -0.9703

=====

Record 4
The following is a DFT calculation (ωB97M-V with the def2-TZVPD basis set) of a cluster of 3 separate species, C4H16NO3 in total.

Properties
**Energy**: -12034.147 eV
**LUMO energy**: -2.8 eV
**Total charge**: +1
**Energy relative to the best compared isomer or geometry (same formula, charge and spin)**: 46.9 kJ/mol
**Orbital gap**: 11.79 eV
**Highest occupied orbital energy**: -14.55 eV

Each line ends with the natural charge from an NBO analysis.
Cartesian coordinates (Å):
O: 0.0199 1.1977 2.0412  -0.7515
C: 1.0691 0.2428 2.0371  -0.0828
C: 1.1939 -0.3449 0.6165  -0.2447
N: 0.0772 0.0648 -0.2990  -0.5199
C: -1.2469 -0.6066 0.0133  -0.2184
C: -1.1484 -2.0876 -0.2130  -0.6644
H: 0.0839 1.8175 2.7739  0.5013
H: 2.0155 0.6828 2.3520  0.2012
H: 0.8241 -0.5789 2.7246  0.1841
H: 2.1091 -0.0209 0.1506  0.2271
H: 1.2282 -1.4201 0.6049  0.2286
H: 0.3672 -0.1990 -1.2368  0.4418
H: 0.0360 1.0948 -0.2810  0.4807
H: -1.4688 -0.2327 1.0165  0.2450
H: -1.9381 -0.0786 -0.6514  0.2202
H: -2.1305 -2.5269 -0.4047  0.2543
H: -0.5558 -2.3308 -1.0953  0.2379
H: -0.7685 -2.6089 0.6743  0.2270
H: 0.7289 -2.3972 -3.4608  0.4930
H: 0.4696 -0.9407 -3.6360  0.4786
O: 0.8719 -1.5524 -3.0054  -0.9629
H: -1.4051 3.2034 -1.0452  0.4981
H: -0.7164 3.3322 0.3487  0.4973
O: -0.7195 2.8298 -0.4795  -0.9717

=====

Record 5
The following is a DFT calculation (ωB97M-V with the def2-TZVPD basis set) of a cluster of 3 separate species, C4H16NO3 in total.

Properties
**Energy**: -12033.284 eV
**LUMO energy**: -2.7 eV
**Total charge**: +1
**Energy relative to the best compared isomer or geometry (same formula, charge and spin)**: 130.1 kJ/mol
**Orbital gap**: 11.79 eV
**Highest occupied orbital energy**: -14.47 eV

Each line ends with the natural charge from an NBO analysis.
Cartesian coordinates (Å):
O: 1.4641 0.3802 -1.8481  -0.7803
C: 1.3780 -0.9274 -1.2191  -0.0916
C: 0.3258 -0.8318 -0.1424  -0.0638
N: -0.8031 0.0076 -0.6679  -0.5218
C: -1.7554 0.4822 0.4133  -0.4351
C: -0.1012 -2.1859 0.4583  -0.6230
H: 2.3110 0.8254 -1.9050  0.5069
H: 2.4010 -1.1192 -0.9357  0.2244
H: 1.1579 -1.5799 -2.0814  0.2003
H: 0.5479 -0.0664 0.6092  0.2414
H: -0.4377 0.8194 -1.1920  0.4856
H: -1.5259 -0.4544 -1.2192  0.4242
H: -1.6746 -0.1480 1.3509  0.2349
H: -2.7819 0.4432 0.0516  0.2320
H: -1.5127 1.4922 0.6982  0.2447
H: 0.7299 -2.6508 0.9762  0.2599
H: -0.8527 -1.9607 1.2037  0.2223
H: -0.4968 -2.8054 -0.3680  0.2242
H: -0.1737 3.2514 -1.8946  0.4828
H: -0.0952 4.0454 -0.6092  0.4930
O: -0.1663 3.1417 -0.9365  -0.9704
H: 0.5515 -0.6669 3.5586  0.4855
H: 0.6074 0.7095 2.9083  0.4755
O: 0.9025 -0.2012 2.7907  -0.9519

=====

Record 6
The following is a DFT calculation (ωB97M-V with the def2-TZVPD basis set) of a cluster of 3 separate species, C4H16NO3 in total.

Properties
**Energy**: -12033.277 eV
**LUMO energy**: -2.8 eV
**Total charge**: +1
**Energy relative to the best compared isomer or geometry (same formula, charge and spin)**: 130.9 kJ/mol
**Orbital gap**: 11.32 eV
**Highest occupied orbital energy**: -14.14 eV

Each line ends with the natural charge from an NBO analysis.
Cartesian coordinates (Å):
C: -1.0505 -1.8245 0.1721  -0.6830
C: -0.6818 -0.4727 -0.3491  -0.0520
C: -0.0606 -0.5102 -1.8183  0.0761
C: 1.4268 -0.6597 -1.9455  -0.6735
O: -0.3570 0.8252 -2.2876  -0.7369
N: 0.3576 0.1126 0.6045  -0.7038
H: -2.1316 -1.9751 0.1136  0.2552
H: -0.7045 -2.6331 -0.4648  0.2417
H: -0.7477 -2.1766 1.1739  0.2281
H: -1.5016 0.2370 -0.3179  0.2398
H: -0.5722 -1.1685 -2.5091  0.2078
H: 1.8284 0.3937 -2.0708  0.2555
H: 1.9141 -1.0961 -1.0789  0.1918
H: 1.9553 -1.3182 -2.6366  0.2645
H: -1.1384 0.8137 -2.8403  0.4859
H: 0.2330 1.1405 0.7020  0.4687
H: -0.0111 -0.3172 1.4708  0.4519
H: 1.3627 -0.1866 0.5004  0.4686
H: -1.8108 2.6313 2.6805  0.4859
H: -2.6497 2.3409 1.5349  0.4821
O: -1.7393 2.1929 1.8256  -0.9642
H: 2.0823 -0.8834 3.0733  0.4882
H: 2.6624 0.4664 3.0281  0.4967
O: 1.9685 -0.0387 2.5978  -0.9750

=====

Record 7
The following is a DFT calculation (ωB97M-V with the def2-TZVPD basis set) of a cluster of 4 separate species, C4H16NO3S in total.

Properties
**Energy**: -22874.018 eV
**LUMO energy**: 3.3 eV
**Total charge**: -1
**Energy relative to the best compared isomer or geometry (same formula, charge and spin)**: 198.6 kJ/mol
**Orbital gap**: 5.95 eV
**Highest occupied orbital energy**: -2.66 eV

Each line ends with the natural charge from an NBO analysis.
Cartesian coordinates (Å):
C: -0.3465 1.3308 -0.5697  -0.1752
N: 0.4646 0.2258 -0.1997  -0.6868
C: 0.7685 0.1042 1.1835  -0.2449
C: 1.5933 -1.0953 1.5930  -0.5628
S: 1.0598 -2.6424 0.9880  -0.6765
C: -1.8861 1.4848 -0.1230  -0.6512
H: -0.3325 1.3070 -1.6302  0.1754
H: 0.0434 2.4328 -0.0960  0.1660
H: 0.2290 -0.6820 -0.5581  0.3871
H: 1.1973 0.9833 1.6153  0.1769
H: -0.2414 -0.2551 1.6213  0.1536
H: 2.6277 -1.0233 1.1360  0.1754
H: 1.5007 -1.0668 2.6781  0.1834
H: -2.3932 2.1632 -0.7500  0.1941
H: -1.8733 1.9274 0.8820  0.1917
H: -2.4518 0.5477 0.0054  0.2034
H: 0.2902 -1.4274 -2.4053  0.4858
H: -0.1552 -1.3697 -3.8946  0.4529
O: 0.5696 -1.6729 -3.3643  -0.9414
H: 2.5483 1.7333 -1.5478  0.4633
H: 2.7993 1.2969 -0.1890  0.4832
O: 3.0093 2.0618 -0.8278  -0.9514
H: -3.3569 -1.4546 1.4804  0.4527
H: -2.6784 -2.7093 1.7836  0.4589
O: -2.9858 -2.2004 1.1890  -0.9136

=====

Record 8
The following is a DFT calculation (ωB97M-V with the def2-TZVPD basis set) of a cluster of 4 separate species, C4H16NO4S in total.

Properties
**Energy**: -24923.676 eV
**LUMO energy**: 3.2 eV
**Total charge**: -1
**Energy relative to the best compared isomer or geometry (same formula, charge and spin)**: 0.0 kJ/mol
**Orbital gap**: 8.20 eV
**Highest occupied orbital energy**: -5.02 eV

Each line ends with the natural charge from an NBO analysis.
Cartesian coordinates (Å):
C: -0.2714 1.0296 -1.3468  -0.0501
O: -0.9105 -0.1608 -1.1247  -0.9645
C: 0.8925 1.2369 -0.3072  -0.0599
C: 0.3422 1.2578 1.1868  -0.4222
C: 0.9276 0.2963 2.2492  -0.5248
S: 2.6774 -0.0791 2.5476  -0.1204
N: 1.7288 0.0331 -0.3907  -0.8738
H: 0.3514 1.1737 -2.2718  0.1240
H: -1.0514 1.8422 -1.3124  0.1391
H: 1.4788 2.1572 -0.4525  0.1690
H: 0.5402 2.2415 1.5742  0.1874
H: -0.6975 0.9750 1.0738  0.2361
H: 0.4051 -0.6562 2.0256  0.2309
H: 0.6521 0.6353 3.2402  0.2077
H: 3.2346 0.1665 1.3516  0.1615
H: 1.1074 -0.7523 -0.2369  0.3767
H: 2.0604 -0.1978 -1.3319  0.3474
H: -2.4102 -2.2345 0.6973  0.4526
H: -1.5872 -0.9706 0.0872  0.5200
O: -1.7148 -1.5987 0.8558  -1.0220
H: -3.8881 -0.2116 -1.3492  0.4511
H: -2.7125 0.1726 -2.0159  0.4969
O: -3.6428 0.4905 -1.9703  -0.9643
H: -1.0979 -0.8509 -2.4334  0.5000
H: -0.7069 -2.1922 -3.2507  0.4440
O: -1.2717 -1.4146 -3.3006  -1.0427

=====

Record 9
The following is a DFT calculation (ωB97M-V with the def2-TZVPD basis set) of a cluster of 4 separate species, C4H16O3S in total.

Properties
**SMILES string**: CCCCS.O.O.O
**Energy**: -21384.159 eV
**LUMO energy**: 0.4 eV
**Total charge**: 0
**Energy relative to the best compared isomer or geometry (same formula, charge and spin)**: 128.7 kJ/mol
**Orbital gap**: 9.39 eV
**Highest occupied orbital energy**: -8.97 eV

Each line ends with the natural charge from an NBO analysis.
Cartesian coordinates (Å):
C: 1.3867 -1.7135 1.7880  -0.6300
C: 0.3338 -0.6891 1.4751  -0.4119
C: -0.0788 -0.3318 -0.0106  -0.3883
C: -0.8573 1.0407 -0.0012  -0.5575
S: -0.6412 1.7333 -1.6234  -0.0279
H: 1.0927 -2.5298 2.4645  0.2159
H: 1.5857 -2.3830 0.9413  0.2069
H: 2.4104 -1.4271 2.0328  0.2146
H: 0.5289 0.3019 1.8510  0.1945
H: -0.5662 -1.0751 1.9540  0.1990
H: -0.6987 -1.1124 -0.4297  0.1999
H: 0.8798 -0.3317 -0.5828  0.2092
H: -0.5553 1.6315 0.8736  0.2129
H: -1.8489 0.6899 0.3088  0.2340
H: 0.6887 1.8939 -1.5524  0.1266
O: -3.7648 -1.8719 4.3523  -0.9409
H: -3.8833 -0.9523 4.6595  0.4717
H: -4.2003 -1.9423 3.5045  0.4694
O: 3.5338 0.1885 -1.5933  -0.9508
H: 3.2749 0.1115 -2.5256  0.4767
H: 4.3162 -0.3137 -1.4191  0.4759
O: -1.2833 3.0777 -5.7153  -0.9387
H: -0.4067 2.8376 -5.9950  0.4660
H: -1.2467 3.1673 -4.7568  0.4731

=====

Record 10
The following is a DFT calculation (ωB97M-V with the def2-TZVPD basis set) of a cluster of 4 separate species, C4H16O4 in total.

Properties
**Energy**: -12595.902 eV
**LUMO energy (spin up / spin down)**: 3.2 / 3.1 eV
**Total charge**: -1
**Energy relative to the best compared isomer or geometry (same formula, charge and spin)**: 44.4 kJ/mol
**2S+1**: 2
**Orbital gap (spin up / spin down)**: 2.76 / 10.40 eV
**Highest occupied orbital energy (spin up / spin down)**: 0.48 / -7.27 eV

Each line ends with the Mulliken spin population.
Cartesian coordinates (Å):
C: -1.7454 -0.9861 -1.2721  0.0604
C: -1.0450 -0.5857 0.0467  0.7100
C: 0.0032 -1.4645 0.6903  -0.3555
C: 0.0749 -1.2388 2.2201  0.1328
O: 1.3120 -1.1793 0.1453  -0.0345
H: -2.4542 -1.8127 -1.1192  -0.1493
H: -0.9356 -1.2476 -1.9463  0.0012
H: -2.4983 -0.2329 -1.5236  -0.2049
H: -0.4764 0.2576 -0.3889  0.3123
H: -1.7795 -0.2096 0.7555  0.0211
H: -0.2054 -2.5203 0.4857  0.0070
H: -0.9398 -1.0078 2.5373  -0.0300
H: 0.3854 -2.1153 2.7918  -0.0008
H: 0.9510 -0.6325 2.4583  -0.0324
H: 1.2801 -0.2342 -0.0476  -0.0219
H: 0.2528 3.5719 -2.1476  -0.1259
H: 0.6999 2.5702 -1.1078  -0.0243
O: 1.0341 3.1406 -1.8020  0.6893
H: 3.3149 -1.3124 1.0557  -0.0053
H: 4.1413 -0.0845 0.8761  -0.0048
O: 4.2414 -1.0294 1.0151  0.0017
H: -2.0533 2.3092 -0.5959  0.0902
H: -2.0468 3.1957 -1.9243  -0.1107
O: -1.5111 2.8485 -1.2026  0.0742